# 1
6
Properties=species:S:1:pos:R:3 method="wB97M-V/def2-TZVPD" energy_ha=-1023.02455 total_charge=0
C -1.03 0.95 -0.16
C 0.94 -1.02 -0.03
O -1.36 0.46 -1.18
O 0.30 -0.14 0.28
S 1.97 -2.19 -0.01
S -0.83 1.94 1.11

=====

# 2
201
Properties=species:S:1:pos:R:3 method="wB97M-V/def2-TZVPD" energy_ha=-3608.91351 total_charge=0
C -5.75 -9.64 24.33
O -4.59 -9.71 25.26
C -3.33 -9.48 24.72
C -2.27 -9.77 25.82
N -2.24 -8.86 26.95
C -1.17 -9.19 27.94
C 0.26 -9.06 27.42
O 0.78 -10.21 26.69
C 2.03 -9.90 26.11
H -5.72 -8.70 23.78
H -6.67 -9.62 24.91
H -5.57 -10.57 23.79
H -3.37 -8.44 24.39
H -3.17 -10.08 23.82
H -1.33 -9.87 25.28
H -2.49 -10.76 26.24
H -3.11 -9.02 27.43
H -1.28 -10.11 28.52
H -1.19 -8.38 28.67
H 0.95 -8.69 28.18
H 0.25 -8.22 26.72
H 2.55 -10.70 25.58
H 2.80 -9.63 26.84
H 1.86 -9.03 25.49
C 1.90 -4.41 40.57
O 0.71 -4.14 41.26
C -0.26 -5.13 41.12
C -1.56 -4.95 41.94
N -2.59 -4.01 41.51
C -3.04 -4.42 40.14
C -4.07 -3.45 39.50
O -3.96 -3.67 38.10
C -4.73 -2.79 37.35
H 2.25 -5.43 40.73
H 2.62 -3.71 41.01
H 1.89 -4.33 39.48
H 0.21 -6.07 41.39
H -0.57 -5.24 40.08
H -1.39 -5.05 43.01
H -2.03 -5.93 41.82
H -2.39 -3.02 41.60
H -3.70 -5.29 40.25
H -2.35 -4.63 39.32
H -3.96 -2.39 39.68
H -5.12 -3.56 39.80
H -4.75 -3.14 36.32
H -4.34 -1.78 37.43
H -5.80 -2.78 37.57
C 1.23 3.14 22.21
O 1.19 1.92 22.96
C 0.79 0.78 22.26
C 0.60 -0.43 23.24
N -0.60 -0.46 24.08
C -0.91 -1.78 24.74
C -1.88 -2.64 23.87
O -1.19 -3.27 22.84
C -0.12 -4.10 23.26
H 1.92 3.07 21.36
H 1.51 3.91 22.92
H 0.27 3.32 21.71
H 1.38 0.50 21.39
H -0.18 0.96 21.79
H 1.57 -0.59 23.72
H 0.65 -1.39 22.74
H -0.68 0.35 24.68
H -1.44 -1.41 25.62
H -0.09 -2.34 25.18
H -2.52 -1.95 23.33
H -2.48 -3.40 24.37
H 0.45 -4.55 22.44
H -0.48 -4.92 23.88
H 0.61 -3.50 23.80
C -1.48 2.08 34.29
O -0.50 1.58 35.18
C -0.71 0.21 35.55
C -0.24 -0.91 34.56
N -1.12 -1.24 33.53
C -0.70 -2.28 32.63
C -1.60 -2.32 31.38
O -2.70 -3.17 31.53
C -3.84 -2.77 30.68
H -2.46 2.02 34.75
H -1.55 1.63 33.30
H -1.45 3.14 34.02
H -1.75 0.10 35.85
H 0.02 0.02 36.34
H -0.23 -1.79 35.19
H 0.70 -0.62 34.09
H -2.05 -1.47 33.83
H -0.91 -3.29 32.98
H 0.33 -2.12 32.31
H -0.87 -2.80 30.72
H -1.81 -1.42 30.81
H -3.66 -3.12 29.67
H -3.86 -1.69 30.54
H -4.75 -3.28 31.02
C -2.59 1.21 42.52
O -3.65 0.69 43.30
C -4.42 1.72 44.01
C -5.93 1.30 44.30
N -6.09 0.19 45.28
C -5.52 0.40 46.58
C -6.34 1.52 47.29
O -5.74 2.79 47.24
C -4.75 2.91 48.22
H -1.99 1.97 43.02
H -3.00 1.56 41.57
H -1.90 0.43 42.19
H -4.51 2.56 43.31
H -3.90 2.14 44.87
H -6.49 1.03 43.41
H -6.53 2.16 44.59
H -5.89 -0.72 44.88
H -4.52 0.67 46.26
H -5.43 -0.50 47.20
H -6.54 1.30 48.34
H -7.34 1.66 46.87
H -5.12 2.87 49.25
H -4.31 3.90 48.12
H -3.99 2.14 48.06
C -8.57 -4.72 26.41
C -9.26 -3.37 26.28
O -8.46 -2.25 26.67
H -9.23 -5.43 25.92
H -8.29 -4.94 27.44
H -7.71 -4.53 25.77
H -10.25 -3.35 26.73
H -9.53 -3.21 25.24
H -8.96 -1.45 26.50
C -2.37 7.29 38.50
C -1.44 8.21 39.24
O -2.18 9.11 39.96
H -2.11 6.94 37.50
H -3.34 7.74 38.31
H -2.47 6.45 39.20
H -0.69 8.62 38.55
H -0.85 7.53 39.85
H -2.71 8.52 40.49
C -3.45 3.51 27.20
C -2.92 3.98 25.78
O -1.51 3.66 25.83
H -3.31 2.45 27.39
H -4.52 3.73 27.17
H -2.98 4.05 28.02
H -2.97 5.07 25.82
H -3.53 3.54 25.00
H -1.16 3.58 24.94
C -6.14 1.44 31.93
C -7.45 1.10 31.32
O -8.40 1.39 32.30
H -6.06 2.45 32.32
H -5.26 1.40 31.28
H -5.96 0.75 32.76
H -7.48 0.03 31.12
H -7.69 1.62 30.39
H -9.09 0.73 32.22
C 4.12 7.36 35.84
C 3.94 6.08 36.65
O 2.63 5.98 37.18
H 5.10 7.64 35.45
H 3.90 8.23 36.45
H 3.45 7.30 34.98
H 4.56 6.04 37.55
H 4.26 5.24 36.05
H 2.20 5.20 36.83
C -2.72 -8.45 34.95
C -3.66 -7.28 34.58
O -4.27 -7.46 33.30
H -3.23 -9.41 34.88
H -2.50 -8.45 36.01
H -1.76 -8.55 34.43
H -3.06 -6.38 34.50
H -4.48 -7.04 35.26
H -3.83 -6.83 32.73
C 2.06 1.92 29.46
C 2.75 2.60 28.26
O 2.16 3.75 28.12
H 2.39 2.37 30.40
H 2.48 0.92 29.52
H 0.98 1.80 29.58
H 2.86 1.95 27.39
H 3.75 2.80 28.63
H 1.44 3.78 27.49
C -6.78 3.34 38.63
C -7.69 4.52 38.94
O -7.01 5.58 39.60
H -7.21 2.42 38.25
H -6.15 3.01 39.46
H -6.11 3.66 37.83
H -8.51 4.20 39.57
H -8.18 4.94 38.06
H -7.44 6.34 39.20
C -0.73 11.90 33.32
C -0.95 10.44 33.83
O -2.25 10.56 34.40
H -1.48 12.23 32.59
H 0.24 12.30 33.03
H -0.83 12.52 34.21
H -0.14 10.26 34.54
H -0.96 9.61 33.13
H -2.20 10.88 35.31

=====

# 3
53
Properties=species:S:1:pos:R:3 method="wB97M-V/def2-TZVPD" energy_ha=-1470.68269 total_charge=+1
C -0.86 2.62 -4.19
C -0.18 1.58 -3.34
N -0.06 2.04 -2.02
C 0.52 1.41 -0.96
C 0.18 1.95 0.33
C -1.09 2.53 0.51
C -1.53 2.98 1.78
C -0.68 2.78 2.92
C -1.17 3.08 4.21
C -2.44 3.61 4.38
C -3.26 3.87 3.26
C -2.81 3.57 1.98
C 0.63 2.28 2.70
C 1.06 1.88 1.45
C 1.35 0.24 -1.20
O 0.20 0.49 -3.73
H -0.59 3.64 -3.86
H -0.56 2.48 -5.24
H -1.95 2.49 -4.10
H -0.61 2.87 -1.82
H -1.80 2.59 -0.33
H -0.51 2.90 5.06
H -2.80 3.85 5.38
H -4.23 4.32 3.41
H -3.43 3.77 1.11
H 1.30 2.19 3.55
H 2.07 1.49 1.30
H 2.06 0.07 -0.37
H 1.85 0.40 -2.16
F 2.06 -6.21 -1.99
C 2.30 -4.86 -2.11
C 3.16 -4.40 -3.11
C 3.35 -3.02 -3.18
F 4.30 -2.55 -4.07
C 2.65 -2.12 -2.41
C 1.66 -2.60 -1.48
C 0.78 -1.73 -0.81
C -0.06 -2.08 0.30
C -0.16 -1.20 1.41
C -0.96 -1.45 2.52
C -1.59 -2.70 2.65
C -1.47 -3.60 1.59
F -2.05 -4.85 1.72
C -0.81 -3.30 0.41
C 1.66 -4.01 -1.23
H 3.65 -5.10 -3.78
H 2.88 -1.06 -2.50
H 0.49 -0.75 -1.44
H 0.50 -0.33 1.45
H -1.06 -0.70 3.32
H -2.19 -2.94 3.52
H -0.83 -4.00 -0.42
H 1.12 -4.40 -0.36

=====

In eV, the LUMO energy values for the records above are, in order, -0.4 0.1 -5.6.
In eV/Å, the largest force on an atom values for the records above are, in order, 4.89 6.00 5.27.
In Eh, the HOMO-LUMO gap values for the records above are, in order, 0.3421 0.3057 0.1843.